115
Properties=species:S:1:pos:R:3:forces:R:3 method="wB97M-V/def2-TZVPD" homo_energy_ev=-7.62 smiles="C=CC[Si@H](CCCCCCCCC)P(O)O.COCCNCCOC.COCCNCCOC.COCCNCCOC" total_charge=0
C -0.0495 4.5066 -4.6648 0.44 0.11 0.09
C 1.1785 4.1229 -4.1803 -0.58 0.26 -0.21
C 2.2168 3.2557 -4.8522 0.50 1.70 -0.69
Si 1.5184 2.0353 -6.1038 -0.05 -0.39 0.07
C 1.0166 0.3914 -5.3344 0.11 0.26 0.49
C 0.1722 0.4991 -4.0584 -0.40 -0.24 -0.20
C -1.2135 1.1050 -4.2926 -0.45 -0.12 0.74
C -2.2709 0.0893 -4.7797 0.60 0.02 -0.47
C -2.8690 0.4030 -6.1519 -0.55 -0.40 0.39
C -3.8794 1.5481 -6.1789 0.24 0.45 -0.65
C -3.2813 2.9620 -6.1082 0.00 -0.10 0.54
C -4.2023 4.0424 -6.7082 0.67 -0.30 -0.37
C -3.6550 4.5814 -8.0492 -0.54 -0.21 0.13
P 3.2130 1.6326 -7.5732 0.19 0.26 -0.28
O 2.4266 0.6161 -8.6246 -0.07 0.11 0.30
O 4.1051 0.5094 -6.7263 -0.09 0.10 -0.18
H -0.1874 5.1723 -5.5144 -0.06 -1.59 -1.26
H -0.9593 4.1933 -4.1549 0.06 1.64 1.14
H 1.4581 4.5152 -3.2030 -0.68 -1.70 0.89
H 2.9481 3.8769 -5.4016 0.15 -0.19 -0.01
H 2.7759 2.7784 -4.0454 -0.01 -0.11 -0.01
H 0.4288 2.6579 -6.8901 0.05 0.07 -0.04
H 1.9442 -0.1309 -5.0781 0.04 -0.08 -0.16
H 0.5041 -0.2307 -6.0717 0.02 0.03 -0.10
H 0.6783 1.0436 -3.2587 0.25 0.14 -0.20
H 0.0169 -0.5152 -3.6754 0.05 0.02 0.16
H -1.1705 1.9625 -4.9613 0.16 -0.01 -0.08
H -1.5570 1.4971 -3.3300 0.01 0.17 -0.04
H -3.0710 -0.0367 -4.0486 -0.06 0.12 0.02
H -1.7742 -0.8841 -4.8412 -0.08 -0.07 -0.03
H -3.4034 -0.4929 -6.4832 0.04 -0.04 -0.05
H -2.0791 0.5683 -6.8894 0.06 0.14 0.03
H -4.6366 1.4497 -5.3973 0.02 -0.20 0.06
H -4.4167 1.4823 -7.1313 -0.05 -0.05 0.00
H -2.3103 2.9706 -6.6100 -0.01 0.04 -0.12
H -3.0576 3.1804 -5.0603 -0.03 0.11 0.01
H -5.1722 3.5830 -6.8978 -0.17 0.17 0.22
H -4.3125 4.8703 -6.0112 -0.25 -0.01 0.03
H -3.1633 5.5420 -7.9150 0.13 0.00 -0.12
H -4.4751 4.6956 -8.7583 0.06 0.28 -0.07
H -2.9604 3.8757 -8.5035 0.11 0.02 0.03
H 2.5007 1.0285 -9.4889 0.05 -0.20 -0.23
H 4.1185 0.7283 -5.7910 0.03 -0.14 0.19
C 2.3348 0.2838 2.6102 -0.14 0.01 -0.04
O 2.2427 1.6738 2.8484 0.07 -0.11 -0.06
C 3.4696 2.3258 3.1354 0.08 0.22 0.19
C 4.0297 3.0918 1.9521 -0.08 -0.12 -0.12
N 4.5182 2.2103 0.9015 -0.23 -0.03 -0.10
C 4.7108 2.8169 -0.4140 0.18 -0.14 0.11
C 3.5986 3.6446 -1.0537 0.05 0.16 -0.12
O 2.4857 2.9174 -1.5390 0.10 -0.13 0.10
C 1.6147 2.4012 -0.5517 -0.05 -0.06 -0.15
H 1.3345 -0.1349 2.7057 0.00 0.00 0.05
H 2.6837 0.0566 1.5962 0.09 -0.06 0.04
H 2.9916 -0.2082 3.3329 0.01 -0.01 -0.01
H 4.2055 1.6205 3.5369 -0.01 -0.07 -0.11
H 3.2537 3.0519 3.9232 0.00 -0.02 0.02
H 4.8540 3.7204 2.3046 -0.01 0.03 -0.01
H 3.2296 3.7560 1.6029 0.03 0.08 0.06
H 3.9053 1.4144 0.8082 -0.05 0.02 0.04
H 4.9447 2.0015 -1.1032 0.06 0.03 -0.02
H 5.6050 3.4483 -0.3643 -0.05 0.08 -0.03
H 4.0345 4.1123 -1.9411 -0.01 0.00 0.00
H 3.2639 4.4689 -0.4116 -0.05 -0.10 0.10
H 1.4482 3.1133 0.2602 0.05 -0.02 0.05
H 1.9882 1.4573 -0.1473 -0.02 0.04 0.14
H 0.6585 2.1947 -1.0336 0.01 0.06 -0.05
C -1.0755 -4.9119 3.2242 0.01 -0.15 0.03
O -0.2602 -5.4513 2.2031 -0.03 0.14 0.09
C 0.3593 -4.4847 1.3708 0.07 0.01 -0.33
C 1.8146 -4.2357 1.7204 -0.09 -0.06 0.21
N 1.9623 -3.5361 2.9902 0.06 -0.13 0.10
C 3.2890 -3.5937 3.6056 -0.14 0.25 -0.02
C 4.0063 -4.9298 3.7831 0.20 -0.02 -0.01
O 3.4929 -5.7765 4.7909 -0.05 0.02 0.03
C 2.2655 -6.4088 4.4902 0.04 -0.01 0.13
H -1.7219 -5.7093 3.5899 0.01 -0.03 -0.07
H -0.4854 -4.5535 4.0741 -0.06 0.11 0.00
H -1.6955 -4.0914 2.8562 0.01 0.04 0.04
H -0.2101 -3.5483 1.3682 0.01 0.01 0.12
H 0.3264 -4.8865 0.3548 -0.01 0.00 0.00
H 2.2661 -3.6355 0.9232 0.03 -0.01 0.00
H 2.3097 -5.2139 1.7225 0.03 0.00 -0.09
H 1.2816 -3.8756 3.6530 -0.03 -0.06 -0.05
H 3.1929 -3.1465 4.5985 0.05 0.04 -0.01
H 3.9522 -2.9364 3.0306 0.07 -0.08 -0.02
H 5.0212 -4.6920 4.1095 0.00 0.00 0.00
H 4.1122 -5.4784 2.8385 -0.15 -0.01 -0.01
H 2.2289 -6.7623 3.4565 -0.04 0.05 -0.03
H 1.4186 -5.7453 4.6842 -0.06 -0.03 -0.13
H 2.1672 -7.2678 5.1530 0.07 0.00 0.01
C -1.1363 -0.9802 4.7177 -0.07 -0.01 -0.13
O -1.8599 -2.1798 4.9088 0.07 0.13 0.10
C -1.7064 -2.7814 6.1859 0.01 -0.28 0.10
C -2.8817 -2.5356 7.1121 -0.05 0.18 -0.09
N -2.9574 -1.1538 7.5614 -0.11 0.06 -0.20
C -4.2370 -0.7275 8.1277 0.22 0.04 0.12
C -5.5422 -0.9890 7.3794 -0.16 -0.04 0.10
O -5.7726 -0.1886 6.2372 0.05 0.03 -0.01
C -4.9927 -0.5050 5.1032 -0.07 0.12 -0.01
H -1.0903 -0.7960 3.6448 0.02 -0.05 -0.01
H -1.6292 -0.1163 5.1759 0.07 0.01 0.06
H -0.1173 -1.0589 5.1073 0.01 0.01 0.00
H -0.7617 -2.4784 6.6510 -0.04 0.12 0.00
H -1.6503 -3.8598 6.0120 0.02 0.00 0.00
H -2.7760 -3.1903 7.9836 -0.03 -0.02 0.00
H -3.7808 -2.8486 6.5670 0.01 -0.10 0.03
H -2.7104 -0.5321 6.8063 -0.01 -0.04 -0.05
H -4.1652 0.3512 8.2849 -0.01 -0.01 0.07
H -4.3296 -1.1815 9.1207 -0.08 -0.04 -0.02
H -6.3481 -0.7281 8.0688 0.00 0.00 0.00
H -5.6822 -2.0503 7.1368 0.12 0.00 -0.08
H -4.8953 -1.5849 4.9613 0.06 -0.01 0.03
H -4.0010 -0.0486 5.1627 0.07 -0.12 -0.04
H -5.4941 -0.0857 4.2316 -0.06 0.00 0.04

127
Properties=species:S:1:pos:R:3:forces:R:3 method="wB97M-V/def2-TZVPD" homo_energy_ev=-6.33 total_charge=-1
P 0.8443 0.2560 0.9104 -0.44 1.13 -0.04
F -0.7129 0.6694 1.3013 0.95 -1.16 -0.07
F 1.1570 1.8775 0.9211 0.34 -0.37 0.08
F 1.2904 0.2083 2.4828 -0.88 -0.60 -0.62
F 2.3715 -0.0592 0.5230 0.14 -0.24 -0.17
F 0.4768 -1.3839 0.8211 0.16 1.73 0.50
F 0.4983 0.4342 -0.6720 -0.27 -0.60 0.19
C -5.4857 -2.0211 4.1806 0.90 -0.62 0.41
O -4.0612 -1.9888 4.3047 -0.86 -0.74 -1.20
C -3.4557 -1.9803 2.9737 -0.24 0.42 1.23
C -1.9830 -1.8422 3.2535 -0.53 -0.24 -0.92
N -1.3902 -3.0268 4.0038 0.60 1.27 -0.87
C -1.4029 -4.2828 3.2513 -2.93 -0.67 0.08
C -1.4021 -5.5687 4.1591 1.33 0.72 -1.34
O -2.3346 -5.4345 5.1359 -2.43 0.20 2.52
C -2.5755 -6.6588 5.8823 0.95 1.26 -0.99
H -5.9871 -2.0241 5.1485 0.44 0.48 0.28
H -5.7595 -3.0004 3.7882 -0.31 0.13 -0.74
H -5.8005 -1.1610 3.5897 -0.41 -0.16 -0.23
H -3.9653 -1.1765 2.4424 0.73 0.87 -0.07
H -3.6062 -2.7637 2.2310 -0.64 -1.24 0.84
H -1.9206 -0.8685 3.7394 0.73 -0.45 0.79
H -1.4904 -1.6888 2.2934 0.23 -0.13 -0.19
H -0.4231 -2.7451 3.9309 0.49 0.04 0.79
H -0.8680 -4.2800 2.3016 1.07 -0.36 0.34
H -2.4081 -4.4033 2.8473 -0.47 0.35 -0.02
H -0.4039 -5.6926 4.5792 0.34 -0.45 0.16
H -1.7446 -6.4508 3.6181 0.83 -0.19 -0.94
H -3.2400 -6.5171 6.7346 0.18 0.57 -0.13
H -1.5725 -6.9392 6.2041 -0.16 -0.74 0.35
H -3.0430 -7.4067 5.2418 0.20 -0.24 -0.20
C -7.1495 -3.0910 -7.5410 -0.25 -0.31 -1.15
O -7.8671 -2.3631 -6.5936 -0.72 -0.44 1.48
C -7.1409 -1.3569 -5.9042 0.93 0.89 -1.99
C -6.0151 -1.7541 -4.9664 -1.32 -1.27 -1.43
N -5.6396 -0.5858 -4.2450 -0.61 -0.39 1.03
C -4.3440 -0.7675 -3.5870 0.66 1.27 -2.43
C -3.4865 -0.0757 -4.6777 2.15 0.35 -0.32
O -2.0638 -0.0544 -4.4548 -0.21 0.36 1.15
C -1.7207 0.5319 -3.1824 -0.24 -0.04 -0.07
H -6.6922 -2.4703 -8.3115 0.48 0.54 0.21
H -7.8540 -3.6631 -8.1447 -0.39 -0.12 0.35
H -6.4213 -3.8245 -7.1949 0.18 0.22 0.57
H -7.7250 -0.5858 -5.4019 -0.99 -0.69 0.07
H -6.7419 -0.8003 -6.7522 0.73 0.60 0.13
H -5.2170 -2.1924 -5.5657 0.36 0.25 0.19
H -6.4360 -2.5704 -4.3794 0.22 -0.29 0.61
H -6.4052 -0.4307 -3.6048 0.17 0.31 0.41
H -4.0272 -1.8101 -3.6132 -0.09 -0.12 0.80
H -4.2464 -0.2618 -2.6263 -0.17 -0.27 -0.08
H -3.8131 0.9153 -4.9929 -0.35 0.56 1.12
H -3.5330 -0.5177 -5.6730 -0.43 -1.04 0.24
H -0.6509 0.7277 -3.1093 -0.08 -0.27 -0.28
H -2.0167 -0.0839 -2.3331 0.21 -0.47 -0.06
H -2.2327 1.4729 -2.9811 -0.15 0.36 -0.48
C 5.5196 -5.0401 -3.9289 -1.85 -0.23 0.18
O 4.2837 -4.5735 -3.2979 3.13 0.37 0.90
C 4.7587 -3.5362 -2.3169 -2.24 0.01 -2.28
C 3.6738 -3.4507 -1.2496 1.72 0.56 -0.14
N 2.3401 -3.6903 -1.6848 -2.41 -0.33 -0.46
C 1.5875 -2.5212 -2.2559 0.32 1.17 0.30
C 0.1976 -2.6960 -2.8490 -0.64 -1.85 0.11
O 0.1507 -3.7881 -3.7163 -0.71 -1.99 -1.83
C -1.1607 -4.0238 -4.2648 0.79 0.83 -0.11
H 6.0655 -4.2191 -4.3935 0.13 0.09 0.04
H 5.2235 -5.7568 -4.6949 0.01 0.07 -0.08
H 6.1241 -5.5727 -3.1947 0.25 0.12 0.05
H 4.7755 -2.6476 -2.9479 0.15 0.44 0.19
H 5.7812 -3.6913 -1.9726 -0.19 -0.43 0.33
H 3.6369 -2.4842 -0.7469 1.01 0.35 0.29
H 3.9866 -4.2245 -0.5486 -0.59 -0.05 0.38
H 1.9173 -3.6508 -0.7684 -0.66 -1.02 0.17
H 2.1264 -1.9057 -2.9761 0.64 -0.36 0.04
H 1.3838 -1.8969 -1.3860 0.15 0.73 -0.20
H -0.1962 -1.8708 -3.4424 0.37 0.86 0.63
H -0.5320 -3.0152 -2.1047 -0.15 0.84 0.83
H -1.2248 -4.9822 -4.7800 0.40 -0.09 0.32
H -1.4089 -3.2618 -5.0036 0.18 0.30 -0.30
H -1.9808 -3.9318 -3.5527 0.14 -0.28 0.65
C -1.6091 6.3383 10.2999 -0.09 0.69 1.03
O -0.5523 5.5278 9.9399 0.38 -0.86 0.11
C -0.3446 5.3924 8.5382 0.20 -0.63 0.93
C 0.5310 4.1427 8.3567 -0.61 0.65 0.29
N 0.7568 3.7951 6.9520 1.40 1.00 0.69
C 1.2140 5.0198 6.2137 -1.45 -0.83 -1.85
C 1.4431 4.7433 4.6377 0.89 0.31 2.69
O 0.2434 4.6969 3.9318 0.16 -0.38 1.17
C 0.2673 3.7400 2.8757 0.60 1.18 -0.10
H -1.4424 7.3589 9.9553 -0.57 0.14 -0.70
H -1.6220 6.4857 11.3798 0.36 -0.40 0.27
H -2.5822 5.8887 10.1021 -0.18 0.27 -0.69
H 0.2840 6.2314 8.2398 -0.62 0.37 -0.42
H -1.2935 5.2889 8.0118 -0.11 0.35 -0.22
H 0.1324 3.3041 8.9276 -0.28 -0.08 -0.27
H 1.3778 4.4841 8.9520 0.98 -0.62 -0.58
H -0.1077 3.4067 6.6028 -0.01 0.23 -0.47
H 2.0657 5.4733 6.7206 0.37 -0.46 -0.17
H 0.4287 5.7725 6.2829 -0.06 0.26 -0.35
H 2.0564 3.8422 4.6370 -0.48 -0.68 -0.37
H 2.1509 5.4739 4.2460 -0.20 0.65 -0.16
H 0.9239 4.1744 2.1219 -0.31 -0.11 -0.68
H -0.7770 3.7071 2.5652 0.37 -0.70 -0.32
H 0.7896 2.8219 3.1450 -0.76 -0.32 0.25
C 3.4053 5.1266 -0.2195 0.60 -0.42 -0.50
O 3.2341 4.4499 -1.4760 -0.26 -0.40 1.36
C 3.4348 2.9955 -1.3293 0.88 1.91 0.38
C 3.4677 2.4410 -2.7052 1.58 -1.11 -0.47
N 4.9014 2.3622 -3.2871 -1.55 0.37 -0.43
C 5.3055 3.6752 -3.7779 0.19 1.38 1.71
C 6.5370 3.6977 -4.6201 -0.51 -1.42 0.77
O 6.0985 3.4853 -5.9430 0.96 0.70 -0.53
C 7.1370 2.9286 -6.7450 -0.67 -0.66 0.87
H 4.2723 4.7138 0.2962 0.12 -0.27 0.20
H 2.5585 5.0582 0.4634 -0.27 -0.12 -0.21
H 3.6790 6.1706 -0.3720 -0.40 0.08 -0.41
H 2.7453 2.4915 -0.6521 -0.53 0.39 -0.21
H 4.4167 2.8934 -0.8671 0.27 -0.26 0.04
H 2.7990 3.0397 -3.3236 -0.10 -0.19 -0.25
H 3.1282 1.4128 -2.5799 -0.11 -0.08 -0.58
H 4.8369 1.8821 -4.1733 -0.41 -1.00 0.01
H 5.5844 4.2161 -2.8736 -0.51 0.63 0.01
H 4.5177 4.1746 -4.3419 -0.25 0.32 0.22
H 7.0950 2.8656 -4.1908 0.50 -0.65 -0.56
H 7.1952 4.5412 -4.4116 -0.28 0.65 -0.70
H 8.1100 3.2865 -6.4085 0.13 0.24 -0.42
H 6.9356 3.0770 -7.8059 0.08 0.22 0.16
H 7.0795 1.8677 -6.5016 0.49 -0.39 -0.45